31
Properties=species:S:1:pos:R:3:forces:R:3:nbo_charge:R:1 method="wB97M-V/def2-TZVPD" spin_multiplicity=1 e_above_lowest_ev=2.6608 homo_energy_ha=-0.3593 homo_lumo_gap_ev=10.13 e_tot_ha=-650.009413
C 1.447134 -1.533561 -2.057475 -2.6 3.3 -2.9 -0.04
N 1.074458 -0.398957 -1.624016 0.0 -0.5 -0.5 -0.41
C 1.592531 0.254200 -0.457082 1.0 4.0 0.2 -0.27
C 1.756678 -0.368878 0.897783 5.4 -1.8 -0.2 -0.45
C 0.822747 -1.429747 1.211022 -3.5 -2.3 -0.3 -0.23
N -0.030741 -1.214787 2.424895 0.1 -4.6 -1.5 -0.86
H 1.132870 -1.769918 -3.116699 0.0 -0.1 1.3 0.17
H 2.135634 -2.139421 -1.663878 2.7 -2.5 2.0 0.14
H 2.565217 0.895273 -0.824193 -2.1 -1.8 0.9 0.22
H 0.909920 1.118833 -0.131440 0.3 -1.0 -1.4 0.21
H 1.895034 0.390634 1.640385 -0.5 0.6 0.4 0.23
H 2.797810 -0.951963 1.036096 -1.6 1.5 -0.7 0.19
H 1.399242 -2.412278 1.287344 -1.3 1.1 0.0 0.20
H 0.040074 -1.523034 0.349939 1.5 -0.2 1.2 0.19
H 0.109489 -0.388225 2.849471 0.9 3.7 1.7 0.37
H 0.210330 -1.954275 3.095161 -0.4 0.6 -0.2 0.37
O 0.800165 3.081002 2.622530 -2.2 0.3 0.7 -0.94
H 0.145967 3.138757 1.906794 0.3 0.0 0.2 0.48
H 1.604530 2.888658 2.210399 1.9 -0.3 -1.0 0.46
O -1.991071 -0.513874 -3.651535 -1.3 -0.3 -1.6 -0.96
H -1.970364 -0.335553 -2.730954 0.4 0.4 1.4 0.49
H -1.133739 -0.711357 -3.991792 0.9 0.0 0.1 0.46
O -2.500150 0.596876 -0.875907 -0.8 0.6 -1.1 -0.97
H -3.410882 0.470424 -0.564594 0.2 0.5 -0.4 0.49
H -2.102570 -0.040494 -0.305738 0.8 -0.7 0.8 0.49
O -0.564562 2.937085 -1.287027 0.1 -0.7 -0.1 -0.97
H -1.196615 2.183048 -1.273890 0.4 0.5 0.0 0.50
H 0.225311 2.593490 -1.740598 -0.6 0.1 0.2 0.47
O -2.668671 -0.620182 1.356201 -1.8 -2.3 1.1 -1.00
H -1.817201 -0.847109 1.773839 0.3 -0.2 0.3 0.50
H -3.278577 -1.394665 1.634960 1.6 2.0 -0.7 0.48